ORCA calculation (ωB97M-V/def2-TZVPD) on C14H13ClN2O3Ti as an isolated structure.

Structure (XYZ):
```
34
C14H13ClN2O3Ti (ωB97M-V/def2-TZVPD)
Cl -0.0534 -1.9239 -2.2640
C -2.5531 1.2082 -2.7770
C -2.7916 1.8877 -1.5352
C -3.1429 0.8972 -0.5520
H -2.9142 2.9589 -1.4437
C -3.0892 -0.3933 -1.1811
C -2.7226 -0.1827 -2.5544
H -2.6516 -0.9816 -3.2889
H -2.3093 1.6831 -3.7252
H -3.4359 1.0641 0.4788
C -3.4200 -1.6991 -0.5523
Ti -1.0030 0.5341 -1.1314
C -0.7665 2.4057 -0.1498
C 0.4905 1.0464 -2.4889
O -0.6380 3.4308 0.3927
O 1.4028 1.3205 -3.1569
H -3.1938 -1.6892 0.5189
H -2.8471 -2.5072 -1.0187
H -4.4895 -1.9309 -0.6634
N 4.9819 -0.3461 2.9814
C 3.8854 -1.1591 2.9006
O 3.8237 -2.2156 3.5293
C 2.7603 -0.7008 2.0184
C 2.7783 0.4911 1.2860
C 1.7011 0.8233 0.4652
N 0.6053 0.0389 0.3825
C 0.5657 -1.1249 1.0717
C 1.6169 -1.5057 1.8982
H 5.7479 -0.6601 3.5567
H 5.1038 0.5010 2.4539
H 3.6140 1.1874 1.3240
H 1.7216 1.7394 -0.1321
H -0.3178 -1.7522 0.9169
H 1.5403 -2.4452 2.4401
```

Properties
* charge: +2

Löwdin population analysis, charges in e, atoms 1 to 2: atom 1 (Cl): 0.10, atom 2 (C): -0.06

***

ORCA calculation (ωB97M-V/def2-TZVPD) on an isolated ion of composition C5H15N2 and charge +1.

Structure (XYZ):
```
22
C5H15N2 (ωB97M-V/def2-TZVPD)
C 2.5537 -0.2063 -1.8165
C 1.8451 1.2263 -1.4852
C 0.4105 1.1030 -0.9331
N -0.0617 -0.1126 -0.1199
C -1.2361 0.2188 0.8023
C -1.7514 -1.0828 1.5948
N -2.7533 -0.7925 2.5558
H 3.0409 -0.1196 -2.7509
H 3.1999 -0.4744 -0.9675
H 1.6692 -1.0068 -1.9210
H 1.8595 1.6637 -2.4062
H 2.5137 1.7802 -0.8874
H -0.2449 1.0519 -1.8439
H 0.1434 2.0628 -0.4661
H 0.7042 -0.6778 0.3637
H -0.3396 -0.9017 -0.7148
H -0.8539 0.9195 1.6069
H -2.1769 0.5062 0.2867
H -2.0193 -1.8344 0.8243
H -0.8357 -1.4266 2.1405
H -2.2698 -0.2951 3.2806
H -3.3975 -1.6017 2.8569
```

Properties
* structure (SMILES): CCC[NH2+]CCN
* charge: +1
* ΔE to the lowest compared entry with this formula, charge and spin: 52.6 kcal per mole

Löwdin population analysis, charges in e, atoms 1 to 2: atom 1 (C): -0.05, atom 2 (C): -0.18

***

ORCA calculation (ωB97M-V/def2-TZVPD) on C15H37Br2CaCl4MgN6O6P2S2 as an isolated structure.

Structure (XYZ):
```
76
C15H37Br2CaCl4MgN6O6P2S2 (ωB97M-V/def2-TZVPD)
C 1.4230 2.3431 -1.8457
C 1.1169 0.8507 -2.0847
C -0.4067 0.5825 -2.0781
C -0.9513 -0.0512 -0.7757
N -2.3228 0.2480 -0.4641
P -3.4820 -0.1587 -1.7255
N -4.6163 1.2332 -1.5957
C -4.0404 2.2415 -1.9250
S -3.4621 3.6255 -2.3712
H 1.7952 2.7684 -2.7707
H 2.1727 2.4242 -1.0834
H 0.5329 2.8897 -1.5589
H 1.4759 0.6348 -3.0873
H 1.6051 0.2308 -1.3253
H -0.6160 -0.1113 -2.9082
H -0.9332 1.5026 -2.3013
H -0.7601 -1.1489 -0.7434
H -0.3361 0.3185 0.0533
H -2.4185 1.1846 -0.0874
H -2.8900 0.0235 -3.0103
Mg 0.6721 -1.9810 -1.8235
C -3.2396 -2.0912 2.4982
Cl -3.5393 -1.6198 4.1698
Cl -4.4007 -1.3527 1.3960
Cl -1.6035 -1.6473 2.0360
H -3.3325 -3.1665 2.4361
Br 5.7295 2.4783 -4.0212
C 5.4306 3.7892 -2.6144
C 6.0416 3.3496 -1.3141
Br 4.9592 1.9675 -0.4578
H 4.3581 3.9423 -2.5482
H 5.9068 4.7017 -2.9653
H 6.0689 4.1753 -0.6079
H 7.0396 2.9433 -1.4286
Cl -0.8748 0.8813 2.1812
O 2.1181 -0.2067 0.8919
P 2.6408 -0.7290 2.2424
O 1.5934 -1.6166 2.9021
O 2.9241 0.5064 3.2050
O 3.9447 -1.4814 2.0480
C 9.5054 5.0050 -2.7095
O 8.4772 5.5979 -2.4228
N 9.9467 3.9135 -2.0077
N 10.3010 5.3795 -3.7532
H 10.7862 3.4133 -2.2277
H 9.3898 3.6100 -1.2341
H 10.0091 6.1747 -4.2886
H 11.1467 4.9065 -4.0060
C -0.7547 -4.5956 6.5421
S -0.9212 -3.5095 5.1095
O -2.0395 -4.0731 4.3108
C 0.5966 -4.0034 4.3052
H -1.6497 -4.4600 7.1559
H -0.6849 -5.6357 6.2153
H 0.1296 -4.3231 7.1180
H 0.5806 -5.0802 4.1251
H 1.4453 -3.7322 4.9319
H 0.6645 -3.4647 3.3596
C -7.8950 1.1532 -4.4398
C -7.8266 -0.1766 -5.1836
C -7.4374 -1.3465 -4.2726
C -6.1174 -1.1190 -3.6899
N -5.0901 -0.9413 -3.2280
H -6.9239 1.4325 -4.0276
H -8.2028 1.9506 -5.1152
H -8.6141 1.1080 -3.6201
H -7.1083 -0.0938 -6.0009
H -8.7982 -0.3888 -5.6321
H -7.4118 -2.2779 -4.8379
H -8.1624 -1.4616 -3.4657
N -3.3975 -5.8881 8.9459
H -4.2296 -6.0843 9.5064
H -2.5851 -6.3456 9.3649
H -3.5337 -6.2413 7.9936
H -3.2384 -4.8777 8.9105
Ca 4.3207 2.0012 3.7313
```

Properties
* charge: +1

Löwdin population analysis, charges in e, atoms 1 to 2: atom 1 (C): -0.08, atom 2 (C): -0.29

***

ORCA calculation (ωB97M-V/def2-TZVPD) on a 2-piece molecular cluster, C8H12NO4P overall.

Structure (XYZ):
```
26
C8H12NO4P (ωB97M-V/def2-TZVPD)
C 1.1132 -1.7834 -2.2577
C 0.9777 -0.6843 -1.3178
C -0.0979 -2.0303 -2.8254
C -0.3694 -0.3708 -1.2953
C 0.7561 -4.2042 -0.8808
C -2.4559 -1.4577 -2.4176
C 1.0873 2.2468 2.1211
C -1.6301 -1.5147 1.7961
N -1.0439 -1.2274 -2.1386
O 1.1686 -4.0425 0.1812
O -1.0545 0.5166 -0.5759
O 0.4148 1.6000 1.0717
O -0.6674 -0.4903 1.6184
P -1.0834 0.9439 0.9427
H 2.1229 -1.9264 -2.5529
H 1.7968 -0.1852 -0.8372
H -0.4418 -2.6899 -3.6517
H -2.4910 -2.4580 -2.9737
H -2.9088 -1.5476 -1.3373
H -2.8821 -0.6105 -2.9931
H 0.6089 1.9551 3.0737
H 1.0002 3.2997 1.8882
H 2.1051 1.7946 2.0971
H -1.2099 -2.4923 1.3901
H -2.5430 -1.4723 1.0942
H -1.8903 -1.7164 2.8143
```

Properties
* ΔE to the lowest compared entry with this formula, charge and spin: 39.3 kcal per mole

Löwdin population analysis, charges in e, atoms 1 to 2: atom 1 (C): -0.16, atom 2 (C): -0.01

***

ORCA calculation (ωB97M-V/def2-TZVPD) on C27H69N5O11PS2 as an isolated structure.

Structure (XYZ):
```
115
C27H69N5O11PS2 (ωB97M-V/def2-TZVPD)
C 0.0245 2.0109 1.8037
O 0.6214 2.8692 0.8597
C 2.0023 2.6678 0.6508
C 2.4245 2.8628 -0.8222
C 1.3001 3.0984 -1.8364
C 0.7530 1.8093 -2.4614
C 0.0733 0.8462 -1.4871
C 0.0555 -0.6140 -1.9693
C -1.2203 -1.0513 -2.7276
C -1.9413 -2.1938 -2.0222
C -1.1542 -3.5169 -1.9713
C -0.7567 -3.9449 -0.5499
S 0.9530 -4.3800 -0.2663
O 1.1660 -5.6939 -0.8397
O 1.1470 -4.2805 1.1589
N 1.6720 -3.2418 -1.1321
S 3.2311 -3.0167 -0.9973
O 3.5757 -1.8628 -1.8332
O 3.7698 -3.0080 0.3389
P 4.2242 -4.7021 -2.0034
O 5.6532 -3.9217 -2.1219
O 3.6178 -4.3942 -3.5069
H 0.0387 2.4565 2.8037
H -1.0154 1.8645 1.5101
H 0.5139 1.0360 1.8337
H 2.5476 3.3968 1.2647
H 2.3361 1.6823 0.9884
H 3.0810 3.7371 -0.8518
H 3.0392 2.0193 -1.1439
H 1.7209 3.6881 -2.6578
H 0.4968 3.7016 -1.4127
H 1.5811 1.2906 -2.9430
H 0.0359 2.0828 -3.2418
H 0.6294 0.8575 -0.5490
H -0.9465 1.1786 -1.2780
H 0.1643 -1.2540 -1.0901
H 0.9429 -0.8284 -2.5679
H -1.8824 -0.1909 -2.8431
H -0.9216 -1.4153 -3.7142
H -2.2115 -1.8776 -1.0095
H -2.8860 -2.3695 -2.5461
H -1.8244 -4.2930 -2.3501
H -0.2930 -3.5066 -2.6363
H -0.9263 -3.1052 0.1272
H -1.3251 -4.8042 -0.2019
H 5.5232 -3.0238 -2.4676
H 4.3665 -4.3394 -4.1008
C -7.5970 -1.2477 1.3621
C -6.7256 -2.3186 0.7137
C -5.3330 -2.4422 1.3415
O -4.4229 -1.4261 0.9765
C -4.5341 -0.2165 1.6974
N -6.6732 -2.0874 -0.7329
H -7.3110 -0.2472 1.0373
H -8.6397 -1.3925 1.0789
H -7.5263 -1.2908 2.4510
H -7.2198 -3.2825 0.8737
H -4.8820 -3.3720 0.9826
H -5.4096 -2.5115 2.4346
H -4.8293 -0.3982 2.7360
H -5.2489 0.4703 1.2359
H -3.5535 0.2594 1.6852
H -6.1937 -2.8624 -1.1813
H -6.0673 -1.2878 -0.8971
C 4.5703 1.5367 -5.4640
C 4.3313 0.7143 -4.2008
C 5.6068 0.2001 -3.5330
O 6.1914 -0.9029 -4.1944
C 7.0518 -0.6195 -5.2733
N 3.3970 -0.3729 -4.4964
H 4.8144 0.9011 -6.3163
H 3.6686 2.0913 -5.7239
H 5.3839 2.2531 -5.3259
H 3.8493 1.3688 -3.4687
H 5.3283 -0.1751 -2.5455
H 6.3504 0.9972 -3.3884
H 7.6264 0.2958 -5.0957
H 6.5071 -0.5238 -6.2175
H 7.7453 -1.4558 -5.3665
H 3.1482 -0.8531 -3.6315
H 3.8949 -1.0762 -5.0346
C 2.9150 8.7840 1.4340
C 2.8278 7.2726 1.6256
C 4.1083 6.5201 1.2410
O 4.3036 6.3760 -0.1514
C 4.8729 7.4865 -0.8117
N 1.6563 6.7649 0.9102
H 2.8205 9.0622 0.3846
H 2.1036 9.2745 1.9710
H 3.8610 9.1799 1.8101
H 2.6687 7.0882 2.6928
H 4.0293 5.5001 1.6255
H 4.9945 6.9762 1.7045
H 5.6014 7.9990 -0.1751
H 4.1135 8.2020 -1.1381
H 5.3841 7.1105 -1.6976
H 1.5290 5.7811 1.1367
H 1.8800 6.7684 -0.0814
C -6.1626 -4.7790 4.8688
C -5.0730 -3.7299 5.0659
C -4.1764 -3.9774 6.2841
O -4.7704 -3.6631 7.5301
C -5.6067 -4.6630 8.0745
N -5.6926 -2.4009 5.0857
H -6.9917 -4.6343 5.5619
H -6.5701 -4.7082 3.8601
H -5.7712 -5.7884 5.0064
H -4.4172 -3.7721 4.1908
H -3.3066 -3.3215 6.2050
H -3.8053 -5.0105 6.2931
H -5.2319 -5.6648 7.8429
H -6.6365 -4.5744 7.7182
H -5.6094 -4.5323 9.1565
H -4.9624 -1.6939 5.0910
H -6.1613 -2.2834 5.9799
```

Properties
* charge: -1

Löwdin population analysis, charges in e, atoms 1 to 2: atom 1 (C): -0.11, atom 2 (O): -0.22

***

The calculation returns the following E_tot values, one per record and in order: -59472.81652 -8400.39709 -291674.89715 -27458.21916 -90050.24853 eV.